134
Properties=species:S:1:pos:R:3:forces:R:3:mulliken_charge:R:1 method="wB97M-V/def2-TZVPD" total_energy_ev=-94008.26562 homo_energy_ev=-8.695 charge=0 smiles="Cc1cccc(C[C@@](CCCCN)(CC(C)C)O[C@@H](O)[C@@H](C)O[C@H](c2ccccc2)[Si](C)(C)C)c1.O=C1OCCO1.O=C1OCCO1.O=C1OCCO1.O=C1OCCO1.O=C1OCCO1"
C -6.449 -4.033 1.582 0.3 0.7 -0.5 -1.41
C -5.362 -4.145 0.539 -0.1 -0.2 0.1 0.59
C -5.658 -4.321 -0.813 0.5 -0.1 0.2 -0.66
C -4.618 -4.416 -1.729 0.0 0.1 0.4 -0.95
C -3.302 -4.295 -1.302 -0.1 0.0 0.1 -0.53
C -2.976 -4.106 0.047 -0.3 -0.1 -0.5 -0.13
C -1.521 -3.974 0.427 0.0 0.2 -0.1 -1.79
C -1.077 -2.661 1.122 -1.3 0.0 -0.5 1.69
C -1.757 -1.414 0.487 0.8 0.2 0.4 -2.12
C -1.092 -0.826 -0.757 -0.6 -0.2 -0.2 0.52
C -1.060 -1.687 -2.009 0.5 0.7 -0.4 -0.62
C -0.565 -0.847 -3.207 -0.6 0.0 0.6 0.14
N -1.631 0.041 -3.695 0.0 -0.4 0.2 -0.55
C -1.452 -2.664 2.604 0.9 0.0 0.6 -1.03
C -0.948 -3.842 3.464 0.2 -0.2 -0.1 0.47
C -0.355 -3.362 4.801 -0.2 -0.3 0.0 -1.36
C -1.997 -4.933 3.707 0.4 0.2 -0.1 -1.87
O 0.329 -2.593 0.860 0.0 -0.3 0.5 -0.37
C 1.227 -2.132 1.824 1.2 0.5 -0.5 -0.61
O 2.482 -2.661 1.443 -0.1 -0.2 0.3 -0.57
C 1.313 -0.562 1.920 -0.7 -1.0 0.8 2.64
C 1.628 -0.229 3.371 0.8 0.0 -0.1 -1.79
O 2.245 -0.156 0.972 0.1 0.0 -0.5 -0.29
C 2.651 1.211 0.869 0.1 0.5 0.3 0.38
C 3.817 1.516 1.791 0.3 -0.2 0.3 0.16
C 3.759 2.321 2.923 0.4 0.1 0.2 0.60
C 4.892 2.535 3.713 0.1 -0.4 -0.5 -1.15
C 6.094 1.907 3.391 -0.1 -0.1 0.0 -0.56
C 6.172 1.070 2.282 -0.9 0.3 -0.1 -0.84
C 5.033 0.904 1.491 0.5 0.0 0.3 -0.82
Si 1.328 2.586 0.742 -0.3 0.2 -0.1 0.44
C 2.188 4.239 0.513 -0.3 -0.6 0.2 -1.03
C 0.138 2.758 2.190 -0.2 0.1 -0.3 -1.25
C 0.329 2.288 -0.832 0.1 0.3 0.3 0.61
C -4.032 -4.062 0.951 0.0 0.0 -0.3 0.54
H -7.256 -3.432 1.170 -0.3 -0.2 0.0 0.37
H -6.052 -3.448 2.406 -0.1 -0.2 0.4 0.18
H -6.827 -4.991 1.922 0.0 -0.1 0.1 0.34
H -6.678 -4.402 -1.157 -0.2 0.0 0.1 0.43
H -4.839 -4.579 -2.771 0.0 0.0 -0.2 0.40
H -2.511 -4.350 -2.034 0.2 0.0 -0.1 0.52
H -1.222 -4.834 1.022 0.1 0.0 0.2 0.78
H -0.938 -4.029 -0.485 0.1 -0.1 -0.2 0.45
H -2.822 -1.568 0.344 -0.1 -0.2 -0.1 0.96
H -1.676 -0.639 1.255 -0.2 0.2 0.0 0.38
H -0.084 -0.481 -0.542 0.2 -0.1 0.2 -0.97
H -1.671 0.058 -1.025 0.0 0.2 0.0 1.14
H -2.069 -2.005 -2.252 -0.1 -0.4 0.0 0.05
H -0.366 -2.515 -1.886 -0.2 -0.3 0.1 0.33
H -0.198 -1.517 -3.984 0.1 0.1 -0.2 0.56
H 0.263 -0.238 -2.851 0.3 0.0 -0.1 -0.45
H -1.935 -0.267 -4.605 -0.1 0.2 -0.1 0.27
H -1.328 1.002 -3.749 0.1 -0.1 -0.1 0.18
H -1.040 -1.752 3.043 0.0 0.2 -0.1 0.39
H -2.525 -2.559 2.728 -0.2 0.1 -0.2 0.79
H -0.123 -4.318 2.931 0.0 -0.1 -0.1 0.33
H -0.490 -4.131 5.557 0.0 -0.1 0.2 0.42
H -0.832 -2.454 5.164 0.0 0.1 0.1 0.28
H 0.718 -3.211 4.728 0.1 0.3 0.0 0.31
H -2.938 -4.489 4.026 -0.2 -0.1 0.2 0.33
H -1.621 -5.609 4.468 -0.1 -0.1 0.2 0.57
H -2.168 -5.549 2.830 -0.2 0.1 -0.2 0.27
H 1.091 -2.524 2.827 -0.6 -0.1 0.0 -0.56
H 2.436 -2.781 0.490 0.0 0.2 -0.2 0.41
H 0.296 -0.222 1.705 0.0 0.4 -0.3 -0.70
H 2.657 -0.520 3.587 0.1 0.0 0.0 0.36
H 1.543 0.822 3.616 -0.1 0.2 0.0 0.13
H 1.003 -0.809 4.043 -0.3 0.1 0.0 0.61
H 3.115 1.250 -0.120 -0.2 0.0 -0.2 -0.23
H 2.839 2.802 3.223 -0.1 0.0 -0.1 0.24
H 4.840 3.183 4.572 0.0 0.1 0.1 0.45
H 6.967 2.049 4.009 0.1 0.1 0.1 0.41
H 7.077 0.545 2.021 0.2 0.0 0.0 0.53
H 5.107 0.250 0.634 -0.1 0.0 -0.2 0.73
H 2.395 4.715 1.467 0.3 0.1 0.1 0.41
H 3.091 4.073 -0.062 0.3 0.3 0.0 0.23
H 1.529 4.895 -0.051 0.0 0.1 -0.1 0.30
H 0.607 2.881 3.162 0.1 -0.1 0.1 0.37
H -0.426 3.676 2.011 0.0 0.1 -0.1 0.47
H -0.608 1.970 2.246 0.0 -0.3 0.1 0.25
H 0.226 3.232 -1.361 0.1 0.2 -0.1 -0.45
H -0.680 1.965 -0.597 -0.1 -0.3 -0.1 0.44
H 0.808 1.587 -1.508 -0.1 -0.2 0.0 -0.58
H -3.836 -3.951 2.004 0.0 0.1 0.1 0.13
C 5.682 -2.480 1.252 -0.2 0.0 0.1 0.23
C 5.775 -3.840 1.906 -0.1 0.0 0.1 -0.19
O 6.730 -4.512 1.075 0.0 0.1 0.0 -0.35
C 7.494 -3.576 0.462 0.0 0.0 0.0 0.54
O 8.477 -3.809 -0.161 0.1 0.0 0.0 -0.54
O 6.979 -2.338 0.656 0.0 -0.1 0.0 -0.32
H 5.491 -1.678 1.956 0.1 0.1 0.0 0.11
H 4.926 -2.450 0.466 0.0 0.0 0.0 0.04
H 6.169 -3.788 2.923 0.0 0.0 0.0 0.26
H 4.829 -4.374 1.916 0.1 -0.1 -0.1 0.22
C -0.996 3.792 -7.582 -0.1 0.2 -0.2 -0.40
C -1.406 2.358 -7.821 -0.2 0.0 -0.2 -0.41
O -0.606 1.654 -6.869 0.0 0.0 0.1 -0.34
C -0.275 2.503 -5.871 -0.1 -0.1 -0.3 0.62
O 0.242 2.145 -4.857 0.1 0.5 -0.1 -0.47
O -0.615 3.779 -6.198 0.2 -0.5 0.2 -0.19
H -1.801 4.503 -7.745 0.0 0.0 0.2 0.33
H -0.131 4.087 -8.178 0.0 0.0 0.0 0.27
H -2.458 2.180 -7.596 0.0 0.0 0.0 0.28
H -1.192 2.011 -8.828 0.1 -0.1 0.1 0.30
C 3.236 1.646 -3.346 -0.1 -0.2 -0.1 0.43
C 3.405 2.458 -4.613 0.0 -0.2 -0.2 -0.43
O 3.303 3.802 -4.129 0.0 0.0 0.0 -0.35
C 3.635 3.806 -2.817 -0.2 -0.1 0.1 0.70
O 3.787 4.784 -2.159 0.1 0.1 -0.2 -0.55
O 3.739 2.542 -2.346 0.0 0.1 0.0 -0.23
H 3.805 0.720 -3.347 0.1 0.1 0.1 0.45
H 2.189 1.427 -3.129 0.0 0.1 -0.1 -0.38
H 4.387 2.324 -5.070 0.0 0.0 0.1 0.29
H 2.635 2.260 -5.353 -0.1 0.1 0.1 0.15
C 1.223 6.803 -3.381 0.1 -0.1 0.1 -0.07
C 0.086 5.840 -3.659 0.2 -0.1 0.1 0.36
O -0.992 6.725 -3.989 0.0 0.0 0.0 -0.38
C -0.462 7.893 -4.425 0.0 0.0 0.0 0.60
O -1.085 8.767 -4.935 0.0 0.0 0.0 -0.54
O 0.872 7.923 -4.207 -0.1 0.0 0.0 -0.38
H 2.199 6.416 -3.657 0.0 0.1 -0.1 0.23
H 1.254 7.129 -2.340 0.0 0.0 0.0 0.19
H 0.284 5.197 -4.513 0.0 0.0 0.0 -0.08
H -0.176 5.225 -2.803 -0.2 0.1 0.0 -0.03
C -7.951 0.555 4.278 -0.1 0.1 0.0 -0.34
C -7.784 -0.743 5.042 -0.1 0.0 0.1 -0.31
O -6.772 -1.410 4.284 0.0 0.0 0.0 -0.32
C -6.058 -0.476 3.608 0.1 0.0 0.0 0.58
O -5.049 -0.696 3.024 0.0 0.0 0.0 -0.42
O -6.656 0.735 3.696 0.0 -0.1 0.0 -0.33
H -8.204 1.400 4.913 0.2 0.1 0.0 0.29
H -8.687 0.475 3.476 0.0 0.0 0.0 0.26
H -7.417 -0.586 6.058 0.0 0.0 0.0 0.26
H -8.690 -1.341 5.078 0.1 -0.1 -0.1 0.29